12 unconnected molecules or ions with the total composition C21H66O12 in a non-equilibrium geometry. Source: the OMol25 dataset; level of theory: ωB97M-V with the def2-TZVPD basis set.

Properties
- energy (eV) = -47414.6669
- gap between HOMO and LUMO (Eh) = 0.34125
- SMILES = CC(C)O.CC(C)O.CC(C)O.CC(C)O.CC(C)O.CO.CO.CO.CO.CO.CO.O
- energy relative to the best compared isomer or geometry (same formula, charge and spin) (kcal/mol) = 78.7
- LUMO energy (eV) = -0.1694
- largest force on an atom (eV/A) = 1.92
- charge = 0

XYZ file:
```
99
Properties=species:S:1:pos:R:3:forces:R:3:mulliken_charge:R:1
O -1.371 1.585 -0.789 0.342 0.409 -0.071 1.18
O 1.542 3.923 3.596 0.107 -0.172 -0.169 -0.59
O 5.462 -1.403 1.708 0.208 0.249 -0.280 -0.57
O -0.087 -5.846 -0.917 0.115 -0.434 -0.451 -0.56
O 3.527 -1.790 -2.456 0.047 -0.349 0.078 -0.52
O -3.960 -2.881 -3.752 -0.040 -0.925 -0.342 -0.58
O -2.727 -0.612 0.113 -0.492 -0.273 -0.006 -0.37
O -0.429 3.481 -2.851 0.134 0.311 -0.038 -0.69
O 3.321 2.612 -0.394 0.167 0.069 0.370 -0.59
O -2.817 -2.437 2.411 0.530 0.417 -0.855 -0.56
O -0.514 2.246 4.499 -0.575 -0.422 0.232 -0.39
O 1.198 0.650 -0.203 -0.762 0.354 -0.028 0.14
C 1.049 -6.023 1.199 1.286 -0.663 0.180 -1.18
C 0.890 2.239 6.454 -0.150 -0.844 0.629 -1.39
C 1.165 -5.656 -0.259 -0.519 1.406 -0.255 0.25
C -2.266 2.586 -4.076 -0.084 0.107 -0.315 -0.96
C 0.825 -0.689 0.076 0.456 -0.060 0.171 -0.62
C -2.609 -2.595 -4.128 -0.201 1.491 0.617 0.33
C 1.579 -4.180 -0.381 0.187 -0.096 0.773 -0.74
C 2.549 3.498 -1.180 0.125 -0.213 -0.291 -0.39
C 1.143 0.578 4.566 -0.320 -0.555 0.213 -0.85
C -1.448 2.035 1.590 0.117 0.329 -0.410 -1.06
C 1.534 4.152 2.193 -0.973 -0.327 0.204 -0.19
C 2.368 -1.574 -3.244 0.088 0.363 0.152 -0.31
C -3.254 2.804 -0.006 0.027 1.554 0.402 -1.68
C -1.766 2.584 0.202 -0.965 -1.658 0.035 0.71
C 4.428 -0.461 1.452 -0.875 -0.536 0.288 0.03
C -0.014 1.411 -3.995 -0.309 -0.361 0.399 -0.62
C -2.251 -1.441 3.279 -1.264 -0.237 0.399 -0.46
C -2.664 -1.348 -5.015 0.925 -0.253 0.110 -0.87
C 0.163 1.368 5.425 1.127 1.100 -0.287 0.19
C -0.737 2.753 -4.036 -0.403 -0.430 0.782 0.13
C -1.844 -2.372 -2.825 0.907 -0.052 -0.099 -0.15
H -0.215 0.904 -3.045 -0.332 0.053 -0.012 -0.21
H 1.540 3.219 1.621 0.516 -0.062 0.030 -0.06
H -2.255 -1.542 -2.246 -0.287 -0.053 -0.101 -0.34
H -1.395 -0.953 2.824 0.266 -0.538 -0.101 -0.01
H -3.440 3.382 -0.914 0.045 -0.375 -0.256 0.40
H -1.942 0.783 -0.700 0.500 0.825 0.397 -0.57
H 2.376 4.782 1.930 -0.005 -0.014 -0.081 0.35
H -1.524 2.823 2.337 -0.051 -0.088 0.065 0.53
H -1.831 -3.276 -2.215 -0.228 0.004 0.013 0.20
H 4.076 -1.001 -2.474 -0.058 0.043 -0.011 0.32
H 1.739 -2.461 -3.177 0.077 -0.033 0.041 0.10
H 1.929 -6.215 -0.798 -0.318 -0.495 0.093 0.38
H 3.591 -0.939 0.928 0.076 0.003 -0.103 -0.16
H -2.116 1.212 1.833 -0.149 0.039 0.084 0.08
H -2.787 3.528 -4.258 0.265 0.083 -0.313 0.29
H 1.814 -0.718 -2.846 -0.167 -0.017 -0.201 0.00
H 5.076 -2.092 2.253 0.083 -0.062 -0.009 0.31
H 2.468 -4.015 0.235 0.138 0.039 -0.192 0.35
H 2.802 1.809 -0.246 -0.134 0.046 -0.085 0.37
H -4.226 -2.199 -3.130 -0.038 0.067 -0.030 0.34
H 0.583 0.008 3.822 0.109 -0.035 -0.064 -0.10
H 4.021 -0.109 2.405 0.075 0.425 -0.121 0.24
H 2.054 -5.907 1.622 -0.194 0.338 0.306 0.35
H -0.137 -1.013 -0.333 0.069 0.301 -0.431 0.02
H -0.390 0.762 -4.787 0.361 -0.039 -0.148 0.36
H -0.596 0.770 5.937 0.199 -0.313 -0.151 0.45
H 0.184 2.941 6.898 0.134 0.141 -0.027 0.39
H 1.739 -0.124 5.152 -0.138 0.003 0.122 0.52
H 1.529 3.636 -0.808 -0.029 -0.134 -0.012 0.00
H 1.772 2.751 6.076 -0.227 0.146 -0.367 0.26
H -2.577 1.854 -4.823 -0.058 0.072 -0.082 0.38
H 4.752 0.366 0.827 0.430 -0.040 0.212 0.20
H -2.982 -0.638 3.429 0.026 -0.034 0.225 0.36
H 0.724 -0.853 1.157 0.332 -0.074 0.027 0.29
H -3.332 -0.994 -0.535 0.049 -0.060 0.131 0.19
H -3.614 3.483 0.777 -0.146 -0.292 0.148 0.47
H 0.574 4.613 1.919 0.255 0.446 -0.132 0.24
H -2.166 -3.404 -4.705 -0.452 -0.362 0.201 0.41
H -3.390 -1.517 -5.807 -0.093 0.214 0.032 0.37
H -0.368 3.320 -4.892 -0.144 0.211 0.084 0.40
H 2.516 3.123 -2.207 -0.284 0.229 -0.057 0.19
H -2.882 -1.135 0.922 0.150 -0.123 -0.169 0.19
H 1.073 1.492 -3.988 -0.018 0.246 -0.481 0.32
H 1.800 -3.843 -1.390 -0.129 -0.155 -0.069 0.13
H -3.837 1.887 0.004 0.101 -0.106 0.045 0.22
H 3.022 4.480 -1.184 0.137 -0.086 0.062 0.37
H 1.245 1.589 7.262 -0.041 0.058 0.033 0.43
H -3.629 -2.793 2.778 -0.014 0.124 0.229 0.27
H 1.639 -1.274 -0.350 -0.222 -0.449 0.265 0.21
H 0.784 3.346 3.789 0.145 0.247 0.120 0.34
H -1.688 -1.145 -5.466 -0.022 -0.106 -0.090 0.32
H 1.852 1.225 4.049 -0.185 0.256 0.037 0.24
H 2.617 -1.407 -4.295 -0.058 0.041 -0.001 0.40
H 0.814 -3.543 0.074 -0.154 -0.012 -0.194 0.06
H 0.848 -7.080 1.378 -0.494 0.059 -0.246 0.36
H -1.321 2.523 4.946 0.051 0.283 -0.204 0.24
H -0.817 2.946 -2.139 0.215 0.048 -0.078 0.03
H -2.053 -1.941 4.227 0.501 0.459 0.109 0.41
H -1.214 3.510 0.038 0.179 -0.191 -0.356 0.46
H -0.430 1.648 1.598 0.098 0.092 0.177 -0.04
H -2.883 -0.463 -4.416 -0.382 0.000 -0.038 -0.02
H -0.791 -2.093 -2.944 -0.034 -0.059 -0.362 -0.07
H -0.740 -5.281 -0.491 0.072 0.023 0.062 0.32
H -2.673 2.282 -3.109 0.382 -0.368 0.083 0.01
H 0.368 1.161 -0.305 0.295 -0.173 -0.216 -0.16
H 0.336 -5.387 1.722 -0.005 -0.011 0.026 0.22
```
Forces are in eV/Å.